# C40H34FeGeN4OS2

A molecular structure, C40H34FeGeN4OS2 (ωB97M-V/def2-TZVPD, the Open Molecules 2025 dataset).

Net charge: +1
LUMO (spin up / spin down) in eV: -5.25 / -5.08
Spin multiplicity: 2

CARTESIAN COORDINATES (ANGSTROEM)
Fe -0.3080 0.5640 -0.4651
C -2.9969 -0.9238 1.0818
C -2.0123 -1.2983 0.0286
N -0.7225 -1.4028 0.3255
N -0.0418 -2.3207 -0.3430
C 1.2178 -1.9757 -0.6703
S 1.8136 -0.3977 -0.5324
S 2.2311 -3.2044 -1.3097
C 1.1542 -4.6780 -1.2536
C 0.9302 -5.2675 0.1143
C -0.3472 -5.3078 0.6597
C -0.5618 -5.8799 1.9069
C 0.5025 -6.4107 2.6207
C 1.7819 -6.3726 2.0810
C 1.9920 -5.8061 0.8336
C -2.4121 -1.6541 -1.3109
C -3.4935 -2.5120 -1.5877
C -3.6894 -2.9694 -2.8646
C -2.8314 -2.5363 -3.8932
C -1.8058 -1.6540 -3.6594
C -1.5829 -1.1631 -2.3591
O -0.7073 -0.2081 -2.1731
H -2.5300 -0.7951 2.0553
H -3.5605 -0.0320 0.8038
H -3.7173 -1.7440 1.1444
H 0.2164 -4.4185 -1.7399
H 1.6923 -5.3752 -1.8981
H -1.1763 -4.8900 0.1012
H -1.5619 -5.9155 2.3195
H 0.3366 -6.8590 3.5914
H 2.6149 -6.7917 2.6298
H 2.9928 -5.7815 0.4161
H -4.1286 -2.8621 -0.7839
H -4.4821 -3.6727 -3.0763
H -2.9926 -2.8967 -4.9016
H -1.1750 -1.2951 -4.4616
C -0.0725 0.3642 5.2283
C 0.6662 -0.1367 4.1697
C 0.3456 0.2242 2.8679
C -0.7054 1.0938 2.6465
C -1.4541 1.6067 3.6996
C -1.1339 1.2354 4.9914
N -0.9956 1.4449 1.2700
N -1.8680 2.3142 1.1068
C -2.0727 2.6210 -0.2739
C -3.2385 3.2761 -0.6189
C -3.4659 3.5623 -1.9591
C -2.5405 3.1833 -2.9252
C -1.3621 2.5412 -2.5631
C -1.1072 2.2693 -1.2216
H 0.1737 0.0775 6.2422
H 1.4942 -0.8092 4.3494
H 0.9186 -0.1567 2.0337
H -2.2700 2.2879 3.5038
H -1.7109 1.6263 5.8184
H -3.9508 3.5438 0.1509
H -4.3715 4.0769 -2.2510
H -2.7367 3.3985 -3.9676
H -0.6376 2.2529 -3.3135
Ge 0.8927 2.9216 -0.7100
C 2.0512 2.9339 -2.2531
C 3.2440 2.2184 -2.3589
C 4.0960 2.4266 -3.4346
C 3.7656 3.3474 -4.4179
C 2.5818 4.0646 -4.3263
C 1.7335 3.8636 -3.2469
C 1.7427 2.8383 1.0301
C 2.9207 2.1528 1.3323
C 3.4899 2.2496 2.5946
C 2.8875 3.0267 3.5750
C 1.7277 3.7299 3.2830
C 1.1686 3.6440 2.0159
H 0.3372 4.3635 -0.6673
H 3.5240 1.4880 -1.6130
H 5.0206 1.8684 -3.5026
H 4.4351 3.5128 -5.2518
H 2.3236 4.7885 -5.0881
H 0.8225 4.4479 -3.1758
H 3.4229 1.5470 0.5907
H 4.4079 1.7185 2.8115
H 3.3311 3.0984 4.5598
H 1.2634 4.3520 4.0374
H 0.2667 4.2077 1.8008

---

# C29H44Cl2CrO9P2Se

A molecular structure, C29H44Cl2CrO9P2Se (ωB97M-V/def2-TZVPD, the Open Molecules 2025 dataset).

Net charge: -1
LUMO (spin up / spin down) in eV: 1.90 / 2.25
Spin multiplicity: 2

CARTESIAN COORDINATES (ANGSTROEM)
Cr -1.4052 -0.9303 -2.3447
C -1.2389 -3.7024 4.5075
C 0.0437 -2.9413 4.1369
C 1.2435 -3.7798 4.5834
C 0.0876 -1.6081 4.8998
C 0.0426 -2.6806 2.6332
C -0.9333 -1.8692 2.0664
C -0.9733 -1.6883 0.7024
Se -2.2439 -0.4745 -0.1075
C -1.1592 1.1167 0.0395
C -1.3622 1.9972 1.0782
C -0.5785 3.1402 1.1881
C 0.3627 3.3448 0.1876
C 0.5726 2.4945 -0.8977
C -0.1924 1.3029 -0.9748
O -0.0327 0.3861 -1.8959
C 1.6078 2.9592 -1.9391
C 1.7275 2.0591 -3.1745
C 1.2044 4.3535 -2.4505
C 2.9929 3.0390 -1.2786
C -0.7731 4.0866 2.3717
C -2.2224 4.5959 2.3905
C -0.4766 3.3254 3.6736
C 0.1553 5.3005 2.3015
C -0.1029 -2.3412 -0.2010
O -0.3343 -2.2772 -1.4896
C 0.9759 -3.0576 0.3798
C 0.9842 -3.2191 1.7635
C 2.1706 -3.6442 -0.3970
C 2.1857 -3.3370 -1.8998
C 3.4622 -3.0476 0.1889
C 2.1948 -5.1708 -0.2300
H -1.2724 -3.9007 5.5826
H -1.2763 -4.6554 3.9766
H -2.1263 -3.1305 4.2337
H 1.1950 -3.9338 5.6634
H 2.1843 -3.2736 4.3569
H 1.2443 -4.7598 4.1027
H 0.1330 -1.7883 5.9772
H -0.7945 -1.0016 4.6935
H 0.9691 -1.0357 4.6054
H -1.6704 -1.3582 2.6760
H -2.1351 1.7662 1.8027
H 0.9764 4.2347 0.2341
H 0.7593 1.9612 -3.6630
H 2.0843 1.0658 -2.9099
H 2.4330 2.5119 -3.8782
H 0.2056 4.3146 -2.8887
H 1.9065 4.6855 -3.2200
H 1.2000 5.0994 -1.6546
H 3.2759 2.0645 -0.8761
H 3.0104 3.7631 -0.4618
H 3.7420 3.3393 -2.0163
H -2.9298 3.7742 2.5041
H -2.4494 5.1095 1.4545
H -2.3729 5.2941 3.2186
H -1.1440 2.4703 3.7861
H -0.6026 3.9783 4.5422
H 0.5490 2.9517 3.6631
H -0.0350 5.8858 1.3996
H 1.2043 4.9981 2.3086
H -0.0163 5.9439 3.1670
H 1.7954 -3.8005 2.1829
H 2.1442 -2.2636 -2.0826
H 1.3410 -3.7945 -2.4069
H 3.1101 -3.7310 -2.3328
H 3.4459 -1.9596 0.0995
H 4.3287 -3.4273 -0.3587
H 3.5906 -3.2994 1.2428
H 1.2950 -5.6096 -0.6647
H 2.2435 -5.4619 0.8210
H 3.0657 -5.5884 -0.7423
O -4.5472 1.5062 -3.9784
P -3.2427 0.6292 -4.3820
O -2.7506 1.0786 -5.7012
O -2.3159 0.6705 -3.1808
O -3.8483 -0.8581 -4.4863
P -4.1882 -1.7486 -3.1457
O -4.5730 -0.5988 -2.0709
O -5.3190 -2.6375 -3.4131
O -2.8528 -2.3014 -2.6770
H -4.6895 2.1319 -4.7028
H -5.2648 -0.0105 -2.4097
Cl -0.4922 -1.6746 -4.4548
C 0.1790 -0.4439 -5.5551
Cl 1.1218 -1.2119 -6.8344
H 0.8404 0.1881 -4.9752
H -0.6497 0.1100 -5.9824

---

# C2H7N3O2

A molecular structure, C2H7N3O2 (ωB97M-V/def2-TZVPD, the Open Molecules 2025 dataset).

Net charge: +2
LUMO in eV: -9.60

CARTESIAN COORDINATES (ANGSTROEM)
C -0.6428 0.8948 -0.4194
C 0.9535 -0.3601 0.5422
N -1.2883 0.3387 0.4655
N -1.0285 1.7704 -1.2452
N 1.2144 -1.8017 0.1914
O 0.6955 0.6339 -0.3228
O -0.6840 -0.5001 1.3661
H 1.7318 0.1346 1.3331
H -2.2500 0.7119 0.4851
H -1.3259 2.6479 -0.7490
H -1.0241 1.8410 -2.2235
H 2.0207 -2.1930 -0.3794
H 0.2573 -2.0663 -0.1631
H 1.3703 -2.0520 1.1190

---

# C43H27F5GeI2N2O7RhS

A molecular structure, C43H27F5GeI2N2O7RhS (ωB97M-V/def2-TZVPD, the Open Molecules 2025 dataset).

Net charge: -1
LUMO in eV: 1.17

CARTESIAN COORDINATES (ANGSTROEM)
Rh -0.0218 -0.2049 0.0621
I -4.5104 2.1854 0.6578
C -2.5617 2.8943 0.5997
C -2.3048 4.2692 0.4887
C -1.0255 4.7633 0.4666
I -0.7507 6.8328 0.3371
C 0.0841 3.8863 0.5475
C 1.4482 4.2542 0.5763
C 2.4137 3.2966 0.7028
C 2.0474 1.9415 0.7547
N 0.7961 1.5703 0.6888
C -0.1917 2.5094 0.6161
C -1.5253 1.9744 0.6552
O -1.6766 0.6995 0.7991
H -3.1424 4.9503 0.4215
H 1.7181 5.2997 0.5038
H 3.4613 3.5606 0.7450
H 2.7832 1.1520 0.8369
O -1.6816 0.1852 -1.8426
C -1.9415 -0.9695 -1.4963
O -1.1001 -1.6831 -0.8140
C -3.2684 -1.6146 -1.7880
C -3.1082 -3.1198 -1.7893
Ge -1.7054 -3.6230 -3.0582
C 0.1052 -4.0686 -2.4778
C 0.9790 -3.0753 -2.0229
C 2.3104 -3.3642 -1.7609
C 2.7899 -4.6555 -1.9365
C 1.9267 -5.6586 -2.3591
C 0.5957 -5.3655 -2.6302
C -2.3542 -5.1961 -4.0612
C -3.3937 -6.0063 -3.6092
C -3.8370 -7.0947 -4.3537
C -3.2428 -7.3906 -5.5708
C -2.2034 -6.5956 -6.0386
C -1.7682 -5.5125 -5.2892
C -1.6271 -2.2089 -4.4163
C -0.5140 -1.4022 -4.6358
C -0.5484 -0.3765 -5.5730
C -1.6985 -0.1473 -6.3113
C -2.8146 -0.9506 -6.1149
C -2.7751 -1.9686 -5.1747
H -3.6591 -1.2224 -2.7264
H -3.9563 -1.2803 -1.0018
H -4.0292 -3.5993 -2.1330
H -2.8977 -3.5006 -0.7896
H 0.6147 -2.0622 -1.8569
H 2.9681 -2.5762 -1.4074
H 3.8280 -4.8834 -1.7271
H 2.2903 -6.6718 -2.4826
H -0.0607 -6.1581 -2.9691
H -3.8661 -5.7995 -2.6550
H -4.6474 -7.7099 -3.9811
H -3.5867 -8.2365 -6.1539
H -1.7341 -6.8202 -6.9890
H -0.9591 -4.8959 -5.6687
H 0.3934 -1.5610 -4.0665
H 0.3223 0.2524 -5.7126
H -1.7299 0.6593 -7.0337
H -3.7171 -0.7771 -6.6886
H -3.6536 -2.5919 -5.0332
O 1.6007 0.5889 -2.1040
C 2.2657 -0.2029 -1.4425
O 1.7869 -0.9845 -0.5435
C 3.7685 -0.2061 -1.6113
C 4.5823 -0.9211 -0.7397
C 5.9621 -0.8401 -0.8484
C 6.4969 -0.0388 -1.8414
C 5.7087 0.6750 -2.7295
C 4.3334 0.5866 -2.6048
N 7.9628 0.0716 -1.9504
O 8.4161 0.7902 -2.8169
O 8.6406 -0.5595 -1.1675
H 4.1223 -1.5295 0.0278
H 6.6165 -1.3784 -0.1796
H 6.1750 1.2841 -3.4888
H 3.6724 1.1327 -3.2643
F 1.6286 -6.8475 0.9284
C 1.2997 -5.5724 1.1264
C -0.0273 -5.1910 1.1580
F -0.9848 -6.1065 0.9780
C -0.3548 -3.8702 1.4084
F -1.6463 -3.5756 1.4963
C 0.6160 -2.8938 1.6239
S 0.1715 -1.2585 2.0831
C 1.9415 -3.3115 1.5653
F 2.9394 -2.4500 1.7795
C 2.2885 -4.6266 1.3207
F 3.5756 -4.9960 1.2736

---

The total energy results, record by record, are as follows: -5975.57129; -6858.06330; -394.30550; -5971.46182 Eh.
The largest force on an atom results, record by record, are as follows: 2.78; 1.55; 5.35; 1.13 eV Å⁻¹.
The ΔE to the lowest compared entry with this formula, charge and spin results, record by record, are as follows: 72.8; 12.2; 50.4; 22.5 kcal/mol.